# C3H5N2O3

C3H5N2O3 as an isolated structure in a non-equilibrium geometry (ωB97M-V/def2-TZVPD, the OMol25 dataset).

ORCA input file:
```
! RIJCOSX wB97M-V def2-TZVPD def2/J DEFGRID3
* xyz -1 1
O -1.17 -0.53 -3.48
C -1.70 -0.44 -2.40
N -2.36 0.12 -1.51
C 0.13 0.77 0.23
N 0.31 -0.40 1.11
C 1.64 -0.61 1.65
O 1.60 -1.09 2.80
O 2.58 -0.28 0.88
H -0.93 0.96 -0.05
H -1.11 -0.29 -1.34
H 0.58 1.59 0.83
H 0.77 0.67 -0.66
H -0.32 -0.48 1.94
*
```

Orbital gap in eV: 6.64
Energy above the lowest of the compared OMol25 structures with the same formula, charge and spin in kJ/mol: 388.50
Highest occupied orbital energy in eV: -4.29

***

# C32H39ErN7O4S2

C32H39ErN7O4S2 as an isolated structure in a non-equilibrium geometry (ωB97M-V/def2-TZVPD, the OMol25 dataset).

ORCA input file:
```
! RIJCOSX wB97M-V def2-TZVPD def2/J DEFGRID3
* xyz 1 4
Er 0.47 -0.10 -0.41
O 4.70 -0.32 3.37
C 5.30 -0.32 2.17
C 6.69 -0.41 2.15
C 7.37 -0.43 0.96
C 6.69 -0.35 -0.26
C 5.31 -0.27 -0.24
C 4.59 -0.24 0.96
C 3.12 -0.14 0.89
O 2.56 -0.17 -0.29
N 2.46 -0.03 2.01
N 1.06 0.08 1.88
C 0.50 0.20 3.04
S 1.46 0.21 4.49
C 0.05 0.08 5.62
C -1.10 0.84 5.00
S -1.23 0.34 3.27
H 3.73 -0.26 3.21
H 7.21 -0.47 3.10
H 8.46 -0.50 0.96
H 7.22 -0.37 -1.20
H 4.76 -0.21 -1.17
H 0.35 0.51 6.57
H -0.19 -0.97 5.75
H -0.93 1.92 5.03
H -2.05 0.61 5.47
C 0.10 2.89 -4.14
N 1.09 2.55 -3.11
C 1.58 1.18 -3.21
C 0.87 3.05 -1.84
N 0.70 2.23 -0.84
N 0.82 4.39 -1.72
C 0.38 4.97 -0.46
C 1.41 5.30 -2.70
H -0.75 2.19 -4.10
H 0.55 2.83 -5.12
H -0.28 3.89 -3.99
H 1.95 1.03 -4.22
H 0.79 0.44 -3.05
H 2.39 1.02 -2.51
H 0.70 2.71 0.05
H 1.14 4.88 0.32
H -0.54 4.49 -0.12
H 0.17 6.02 -0.62
H 2.04 4.75 -3.38
H 2.02 6.04 -2.17
H 0.64 5.83 -3.27
C -7.77 -0.50 -0.91
C -6.27 -0.38 -0.85
C -5.50 -1.37 -0.23
C -4.12 -1.29 -0.18
C -3.30 -2.35 0.52
C -3.50 -0.19 -0.78
C -4.24 0.82 -1.41
C -3.55 1.98 -2.07
C -5.62 0.70 -1.42
C -2.02 -0.08 -0.73
O -1.31 -0.42 -1.73
O -1.45 0.36 0.34
H -8.15 -1.17 -0.14
H -8.09 -0.89 -1.88
H -8.25 0.47 -0.78
H -6.00 -2.22 0.23
H -3.91 -3.22 0.75
H -2.90 -1.97 1.47
H -2.46 -2.68 -0.09
H -2.70 2.34 -1.49
H -4.23 2.82 -2.21
H -3.17 1.69 -3.06
H -6.21 1.48 -1.90
N 1.10 -4.52 -1.49
C 1.01 -3.21 -1.74
N 0.65 -2.51 -0.69
C 0.49 -3.46 0.34
C 0.10 -3.30 1.67
C 0.01 -4.43 2.45
C 0.30 -5.71 1.93
C 0.68 -5.88 0.62
C 0.77 -4.73 -0.16
H 1.35 -5.23 -2.16
H 1.22 -2.79 -2.72
H -0.14 -2.32 2.07
H -0.29 -4.34 3.49
H 0.23 -6.57 2.58
H 0.91 -6.86 0.22
*
```

<S²>: 3.7526
Orbital gap (alpha / beta) in eV: 8.14 / 8.15
Highest occupied orbital energy (alpha / beta) in eV: -10.03 / -10.03

***

# C43H53GaN3O6S3Se2SiTe2

C43H53GaN3O6S3Se2SiTe2 as an isolated structure (ωB97M-V/def2-TZVPD, the OMol25 dataset).

ORCA input file:
```
! RIJCOSX wB97M-V def2-TZVPD def2/J DEFGRID3
* xyz -1 1
Ga -0.80 -1.00 -1.16
Se -2.19 -2.10 -2.69
Te -2.77 -4.10 -1.28
Te -3.42 -3.61 -5.41
Se -1.13 -2.90 -4.57
O -2.90 -0.85 -0.15
S -3.79 0.37 -0.08
C -4.95 0.25 -1.42
C -5.32 -0.99 -1.90
C -6.12 -1.05 -3.03
C -6.54 0.12 -3.66
C -6.19 1.36 -3.14
C -5.38 1.43 -2.02
C -4.91 -0.05 1.26
C -5.73 0.94 1.79
C -6.53 0.64 2.88
C -6.52 -0.65 3.41
C -5.72 -1.64 2.84
C -4.90 -1.34 1.76
H -4.98 -1.91 -1.43
H -6.38 -2.02 -3.45
H -7.12 0.06 -4.58
H -6.52 2.27 -3.63
H -5.05 2.39 -1.62
H -5.73 1.94 1.35
H -7.16 1.41 3.32
H -7.14 -0.88 4.27
H -5.73 -2.64 3.25
H -4.26 -2.09 1.31
C 1.46 -5.05 -2.68
C 2.16 -4.39 -1.49
C 3.62 -4.89 -1.41
C 1.42 -4.83 -0.21
Si 2.14 -2.49 -1.61
O 0.78 -1.87 -0.96
C 2.36 -1.87 -3.38
C 1.61 -0.78 -3.83
C 1.69 -0.31 -5.13
C 2.55 -0.93 -6.03
C 3.33 -2.00 -5.61
C 3.23 -2.46 -4.30
C 3.67 -1.90 -0.65
C 4.74 -1.24 -1.28
C 5.84 -0.80 -0.57
C 5.91 -0.99 0.81
C 4.87 -1.64 1.46
C 3.78 -2.10 0.73
H 1.48 -6.15 -2.55
H 1.94 -4.82 -3.64
H 0.42 -4.75 -2.75
H 3.63 -5.99 -1.48
H 4.10 -4.60 -0.48
H 4.25 -4.50 -2.23
H 1.51 -5.92 -0.10
H 0.36 -4.59 -0.28
H 1.82 -4.36 0.69
H 0.95 -0.26 -3.14
H 1.09 0.53 -5.45
H 2.61 -0.58 -7.05
H 4.01 -2.49 -6.30
H 3.85 -3.30 -4.00
H 4.69 -1.07 -2.36
H 6.65 -0.29 -1.09
H 6.77 -0.63 1.36
H 4.91 -1.79 2.53
H 2.98 -2.63 1.26
C -2.20 0.31 5.74
C -2.09 1.49 4.80
C -3.02 1.64 3.78
C -2.93 2.71 2.90
C -1.90 3.63 3.05
C -0.98 3.51 4.08
C -1.08 2.43 4.94
S -1.80 5.00 1.94
O -2.91 4.90 1.04
O -1.59 6.21 2.69
N -0.41 4.74 1.09
C -0.13 3.35 0.62
C -1.05 2.89 -0.51
C -0.93 1.41 -0.80
O -1.22 0.95 -1.94
O -0.60 0.59 0.13
H -3.11 0.37 6.34
H -1.35 0.26 6.42
H -2.24 -0.63 5.17
H -3.82 0.92 3.66
H -3.64 2.84 2.09
H -0.19 4.24 4.19
H -0.35 2.32 5.75
H 0.36 5.15 1.62
H -0.21 2.65 1.44
H 0.90 3.34 0.26
H -0.86 3.44 -1.43
H -2.08 3.07 -0.23
C 5.44 2.53 1.17
N 4.23 2.80 0.37
C 4.55 3.48 -0.88
C 3.23 1.83 0.37
S 2.52 1.30 -1.05
N 2.88 1.44 1.63
C 2.10 0.24 1.92
C 3.05 2.30 2.79
H 5.26 1.72 1.88
H 5.75 3.42 1.71
H 6.25 2.21 0.51
H 4.97 2.80 -1.63
H 5.27 4.27 -0.66
H 3.65 3.93 -1.30
H 1.14 0.50 2.35
H 2.66 -0.38 2.64
H 1.94 -0.34 1.02
H 3.46 3.26 2.50
H 3.70 1.85 3.54
H 2.07 2.46 3.25
*
```

Orbital gap in eV: 4.81
Energy above the lowest of the compared OMol25 structures with the same formula, charge and spin in kJ/mol: 287.66
Highest occupied orbital energy in eV: -3.11

***

# C42H72O42

A 14-piece molecular cluster, C42H72O42 overall in a non-equilibrium geometry (ωB97M-V/def2-TZVPD, the OMol25 dataset).

ORCA input file:
```
! RIJCOSX wB97M-V def2-TZVPD def2/J DEFGRID3
* xyz 0 1
C 6.33 -2.57 2.92
C 4.99 -2.87 2.30
O 5.08 -4.26 1.99
C 6.16 -4.82 2.59
O 6.42 -6.05 2.41
O 6.84 -3.87 3.26
H 6.15 -2.09 3.87
H 7.04 -2.08 2.25
H 4.98 -2.16 1.47
H 4.20 -2.79 3.05
C 2.53 1.45 8.56
C 2.02 0.50 7.48
O 3.17 -0.19 7.15
C 4.24 0.07 7.93
O 5.37 -0.36 7.78
O 3.87 1.09 8.72
H 1.99 1.34 9.50
H 2.37 2.44 8.14
H 1.68 1.00 6.58
H 1.25 -0.14 7.91
C -4.68 -3.50 -6.40
C -5.88 -4.50 -6.32
O -5.39 -5.70 -6.86
C -4.07 -5.58 -7.27
O -3.40 -6.43 -7.76
O -3.64 -4.33 -6.98
H -4.47 -3.08 -5.42
H -4.90 -2.64 -7.03
H -6.65 -4.22 -7.04
H -6.28 -4.68 -5.32
C 10.03 2.47 5.91
C 9.53 3.58 6.80
O 8.20 3.49 6.52
C 7.96 3.00 5.32
O 6.82 2.98 4.84
O 9.09 2.54 4.86
H 9.93 1.47 6.33
H 11.07 2.60 5.61
H 9.94 4.54 6.47
H 9.82 3.33 7.82
C -9.03 -3.31 -0.29
C -8.24 -2.09 0.11
O -8.37 -1.32 -1.11
C -8.50 -2.24 -2.11
O -8.43 -1.95 -3.31
O -8.66 -3.43 -1.61
H -10.09 -3.05 -0.24
H -8.82 -4.26 0.20
H -7.22 -2.27 0.45
H -8.78 -1.47 0.82
C -5.14 -7.52 0.94
C -4.97 -8.39 -0.32
O -4.89 -7.50 -1.43
C -4.69 -6.26 -0.92
O -4.37 -5.25 -1.58
O -4.85 -6.26 0.36
H -4.54 -7.90 1.76
H -6.16 -7.55 1.32
H -5.83 -9.04 -0.40
H -4.07 -8.99 -0.17
C -0.39 -4.97 2.81
O 0.55 -5.59 1.98
C 0.54 -6.89 1.75
O -0.32 -7.68 2.10
O 1.66 -7.14 0.99
C 2.02 -8.49 0.72
H -1.04 -5.62 3.40
H -0.96 -4.33 2.14
H 0.03 -4.33 3.58
H 2.97 -8.42 0.18
H 1.25 -8.94 0.09
H 2.09 -9.04 1.65
C -3.67 4.50 -6.84
O -4.92 4.72 -6.35
C -5.47 3.81 -5.53
O -4.94 2.84 -4.95
O -6.83 4.18 -5.26
C -7.66 3.29 -4.46
H -3.31 5.30 -7.48
H -3.71 3.68 -7.55
H -3.03 4.28 -5.98
H -7.27 3.35 -3.44
H -7.72 2.27 -4.84
H -8.63 3.78 -4.52
C 2.05 -4.20 -8.11
O 1.13 -3.36 -7.48
C 1.19 -2.03 -7.55
O 1.87 -1.29 -8.27
O 0.15 -1.62 -6.82
C -0.34 -0.35 -6.92
H 1.74 -5.25 -8.12
H 2.98 -4.21 -7.55
H 2.44 -4.01 -9.11
H 0.52 0.30 -6.80
H -1.02 -0.12 -6.10
H -0.83 -0.10 -7.86
C 1.41 3.84 -3.25
O 2.07 3.62 -4.50
C 3.25 4.19 -5.03
O 3.87 3.61 -5.95
O 3.64 5.27 -4.40
C 4.84 5.99 -4.77
H 0.81 4.76 -3.28
H 2.00 3.69 -2.34
H 0.79 2.98 -3.02
H 5.72 5.38 -4.54
H 4.78 6.92 -4.21
H 4.83 6.22 -5.84
C 9.33 1.86 -0.99
O 8.43 1.14 -1.83
C 7.06 1.11 -1.55
O 6.53 1.45 -0.49
O 6.48 0.40 -2.55
C 5.13 0.03 -2.47
H 10.34 1.67 -1.36
H 9.29 1.43 0.01
H 9.11 2.93 -0.95
H 4.62 0.93 -2.11
H 5.03 -0.82 -1.81
H 4.77 -0.15 -3.48
C 1.25 1.62 1.75
O 0.54 0.71 0.90
C -0.68 0.59 1.08
O -1.23 0.56 2.18
O -1.34 0.44 -0.10
C -2.73 0.35 -0.21
H 1.68 1.09 2.59
H 0.57 2.36 2.19
H 2.02 2.20 1.23
H -3.00 0.22 -1.25
H -3.29 1.12 0.33
H -3.00 -0.58 0.28
C -9.34 0.33 5.66
O -8.02 0.27 6.08
C -7.23 1.19 5.62
O -7.44 2.10 4.79
O -6.05 0.84 6.14
C -4.93 1.61 5.93
H -9.38 0.42 4.57
H -10.05 1.01 6.13
H -9.58 -0.72 5.84
H -4.81 1.73 4.86
H -4.10 1.03 6.34
H -4.93 2.52 6.53
C 3.58 11.12 2.87
O 3.14 9.80 2.46
C 2.05 9.28 3.08
O 1.36 9.89 3.94
O 1.75 8.05 2.52
C 0.49 7.40 2.79
H 3.95 10.94 3.88
H 2.68 11.74 2.91
H 4.35 11.49 2.20
H -0.38 8.03 2.60
H 0.46 7.12 3.84
H 0.36 6.53 2.15
*
```

Orbital gap in eV: 10.31
Energy above the lowest of the compared OMol25 structures with the same formula, charge and spin in kJ/mol: 555.99
Highest occupied orbital energy in eV: -10.38

***

# C20H21Cl5MnN5

C20H21Cl5MnN5 as an isolated structure (ωB97M-V/def2-TZVPD, the OMol25 dataset).

ORCA input file:
```
! RIJCOSX wB97M-V def2-TZVPD def2/J DEFGRID3
* xyz 1 2
Mn 0.25 0.35 0.18
N -0.69 2.01 -0.90
C -1.10 3.16 -0.08
C -1.85 2.62 1.12
N -1.04 1.62 1.82
C -0.07 2.20 2.78
C 1.33 2.28 2.19
N 1.66 0.98 1.61
H -0.08 2.33 -1.64
H -1.52 1.62 -1.33
H -1.73 3.87 -0.63
H -0.21 3.70 0.23
H -2.76 2.12 0.79
H -2.15 3.44 1.78
H -1.64 0.97 2.30
H -0.05 1.55 3.67
H -0.40 3.18 3.13
H 2.05 2.60 2.95
H 1.36 3.01 1.38
H 1.82 0.30 2.35
H 2.54 1.03 1.10
C -1.16 -2.35 3.52
C -2.04 -3.19 2.86
C -2.18 -3.06 1.49
C -1.42 -2.11 0.82
N -0.58 -1.28 1.46
C -0.46 -1.42 2.78
C -1.49 -1.94 -0.65
C -2.01 -2.92 -1.48
C -1.96 -2.73 -2.85
C -1.41 -1.56 -3.34
C -0.92 -0.63 -2.44
N -0.96 -0.80 -1.11
H -1.01 -2.41 4.59
H -2.62 -3.92 3.41
H -2.88 -3.68 0.95
H 0.22 -0.74 3.28
H -2.39 -3.84 -1.08
H -2.34 -3.49 -3.52
H -1.34 -1.36 -4.40
H -0.44 0.27 -2.80
Cl 2.27 2.81 -1.32
C 2.51 1.14 -1.85
C 1.82 0.13 -1.19
C 2.26 -1.15 -1.55
Cl 1.66 -2.52 -0.64
C 3.19 -1.42 -2.56
Cl 3.62 -3.03 -2.97
C 3.77 -0.35 -3.24
Cl 4.91 -0.64 -4.49
C 3.46 0.95 -2.86
Cl 4.24 2.27 -3.62
*
```

<S²>: 1.0771
Orbital gap (alpha / beta) in eV: 7.53 / 7.20
Highest occupied orbital energy (alpha / beta) in eV: -10.83 / -10.49

***

# C23H10Br2Cl2IN2O5RuS4

C23H10Br2Cl2IN2O5RuS4 as an isolated structure in a non-equilibrium geometry (ωB97M-V/def2-TZVPD, the OMol25 dataset).

ORCA input file:
```
! RIJCOSX wB97M-V def2-TZVPD def2/J DEFGRID3
* xyz -2 2
Ru -0.30 0.08 0.37
Br -0.71 5.22 -0.04
C -2.03 3.92 0.34
C -3.34 4.32 0.56
C -4.32 3.40 0.80
Br -6.11 4.01 1.08
C -4.04 2.01 0.84
C -4.98 0.97 1.00
C -4.55 -0.32 0.95
C -3.19 -0.62 0.78
N -2.29 0.33 0.67
C -2.69 1.63 0.65
C -1.65 2.57 0.36
O -0.47 2.14 0.12
H -3.58 5.37 0.54
H -6.02 1.21 1.15
H -5.25 -1.14 1.05
H -2.83 -1.64 0.73
O 2.22 -1.99 6.56
C 1.73 -1.64 5.50
S 0.71 -2.66 4.50
C 0.39 -1.48 3.22
C 0.96 -0.29 3.37
S 0.70 1.06 2.30
S 1.96 -0.04 4.79
S -0.62 -1.90 1.89
Cl 2.70 -5.05 -3.95
C 1.65 -3.99 -3.02
C 0.36 -3.82 -3.42
C -0.50 -2.98 -2.70
I -2.47 -2.73 -3.35
C -0.12 -2.28 -1.56
O -0.92 -1.54 -0.90
C 1.27 -2.50 -1.14
N 1.67 -1.84 -0.03
C 2.90 -1.96 0.39
C 3.85 -2.77 -0.27
C 3.47 -3.46 -1.39
C 2.15 -3.34 -1.87
H 0.00 -4.33 -4.30
H 3.17 -1.39 1.27
H 4.86 -2.84 0.11
H 4.17 -4.09 -1.92
Cl 2.94 0.07 -3.80
C 2.03 1.43 -3.06
C 1.05 0.89 -2.01
O -0.14 0.76 -2.32
O 1.57 0.62 -0.88
H 1.49 1.92 -3.86
H 2.76 2.08 -2.60
*
```

<S²>: 0.7559
Orbital gap (alpha / beta) in eV: 5.16 / 5.11
Energy above the lowest of the compared OMol25 structures with the same formula, charge and spin in kJ/mol: 153.22
Highest occupied orbital energy (alpha / beta) in eV: -1.47 / -1.41